Here is 2 unconnected molecules or ions with the total composition C6H12O2 at a distorted geometry from OMol25. Energies are from the ωB97M-V functional and the def2-TZVPD basis.

Cartesian coordinates (Å):
C: -1.51858 -1.79230 -2.82753
C: -2.21152 -1.48930 -1.40235
C: -1.58165 -0.25730 -0.88396
C: -0.50781 -0.10361 -0.13259
C: 0.10738 1.19745 0.12910
C: 0.85138 1.41982 1.23432
O: 1.41832 2.63177 1.42258
H: -0.60814 -2.31663 -2.54425
H: -1.36730 -0.81843 -3.28349
H: -2.07783 -2.48470 -3.46978
H: -2.21500 -2.34346 -0.72520
H: -3.27271 -1.40606 -1.68617
H: -2.03611 0.63905 -1.33713
H: 0.07759 -1.00034 0.09392
H: -0.03844 2.04271 -0.53642
H: 1.16360 0.77955 2.05012
H: 1.31298 3.31374 0.74686
H: 3.42308 -0.95709 2.74280
H: 2.69628 -1.55737 1.47990
O: 2.57321 -1.05284 2.29583

Output
- LUMO: 0.0280 Eh
- Relative energy (zero: lowest compared OMol25 entry of this formula, charge and spin): 59.0 kcal per mole
- E_tot: -10509.74896 eV
- HOMO level: -7.78 eV
- Orbital gap: 8.54 eV
- Largest force on an atom: 2.39 eV/A

Results of the Löwdin charge analysis, in e, for atoms 1 through 6: -0.09 -0.25 -0.18 -0.13 -0.10 -0.19

Here is a single C20H19N3O4 molecule from OMol25. Energies are from the ωB97M-V functional and the def2-TZVPD basis.

Cartesian coordinates (Å):
N: 0.84751 9.11899 -2.09479
C: 1.07121 8.00399 -1.95163
C: 1.35058 6.62796 -1.77840
C: 1.89992 6.17653 -0.57648
C: 2.17136 4.83409 -0.41660
C: 1.90327 3.93523 -1.44790
C: 1.35008 4.38752 -2.64380
C: 1.07397 5.72912 -2.81071
H: 0.64323 6.09267 -3.73199
H: 1.13460 3.68194 -3.43000
C: 2.20300 2.50087 -1.22130
O: 2.57464 2.04079 -0.17012
O: 2.05433 1.76141 -2.33412
C: 2.16496 0.36833 -2.13382
H: 2.14511 -0.08438 -3.12744
H: 3.10515 0.13397 -1.62080
C: 0.96396 -0.12230 -1.29670
O: 0.00299 0.58430 -1.10879
N: 1.13256 -1.38949 -0.85415
C: 0.25396 -2.17148 -0.08443
C: -0.99831 -1.73169 0.32386
C: -1.81218 -2.55142 1.08105
C: -1.41283 -3.83789 1.45162
C: -0.15185 -4.27017 1.02486
C: 0.66506 -3.45202 0.27674
H: 1.63400 -3.81378 -0.03986
H: 0.18748 -5.26591 1.26501
N: -2.23765 -4.70901 2.15372
C: -3.63132 -4.37621 2.36281
H: -4.03433 -3.90953 1.46374
C: -4.40578 -5.67312 2.62573
H: -5.44781 -5.45398 2.86405
O: -3.88946 -6.38243 3.72604
C: -2.53323 -6.69692 3.51584
C: -1.70571 -5.42974 3.29526
H: -0.66303 -5.69257 3.12907
H: -1.77027 -4.80554 4.20208
H: -2.19851 -7.22698 4.40899
H: -2.43337 -7.35495 2.63883
H: -4.36202 -6.30332 1.72391
H: -3.76329 -3.69630 3.21983
H: -2.76720 -2.16445 1.39777
H: -1.32871 -0.74154 0.06015
H: 2.00851 -1.84543 -1.06979
H: 2.59179 4.45567 0.50271
H: 2.10500 6.88117 0.21567

Output
- LUMO: -0.0127 Eh
- Relative energy (zero: lowest compared OMol25 entry of this formula, charge and spin): 55.6 kcal per mole
- E_tot: -33708.75570 eV
- HOMO level: -7.72 eV
- Orbital gap: 7.37 eV
- Largest force on an atom: 0.97 eV/A

Results of the Löwdin charge analysis, in e, for atoms 1 through 6: 0.17 -0.19 -0.23 -0.01 0.01 -0.10

Here is a single C4H6N2O molecule from OMol25. Energies are from the ωB97M-V functional and the def2-TZVPD basis.

Cartesian coordinates (Å):
C: -2.15210 0.46922 0.05936
C: -0.67608 0.27380 0.26976
C: 0.03095 -0.95113 -0.17263
N: 1.08854 -1.58717 0.72166
C: 1.49319 -0.63240 0.02831
N: 2.52384 0.21662 -0.21499
O: 0.00901 1.17441 0.73657
H: -2.33602 1.50189 -0.24769
H: -2.59164 -0.22434 -0.66218
H: -2.63570 0.31527 1.02969
H: -0.49937 -1.66616 -0.81892
H: 2.34062 1.20780 -0.14682
H: 3.40476 -0.09781 -0.58211

Output
- LUMO: 0.0287 Eh
- Relative energy (zero: lowest compared OMol25 entry of this formula, charge and spin): 65.9 kcal per mole
- E_tot: -9270.64493 eV
- HOMO level: -9.35 eV
- Orbital gap: 10.13 eV
- Largest force on an atom: 0.85 eV/A

Results of the Löwdin charge analysis, in e, for atoms 1 through 6: -0.01 -0.43 -0.15 0.21 -0.38 0.15

Q: Which value of relative energy (zero: lowest compared OMol25 entry of this formula, charge and spin) does entry 2 give?
A: 55.6 kcal per mole

Q: The lowest E_tot belongs to which entry?
A: C20H19N3O4

Q: Which of these has the lowest E_tot?
A: C20H19N3O4

Repeat the third record exactly.
Here is a single C4H6N2O molecule from OMol25. Energies are from the ωB97M-V functional and the def2-TZVPD basis.

Cartesian coordinates (Å):
C: -2.15210 0.46922 0.05936
C: -0.67608 0.27380 0.26976
C: 0.03095 -0.95113 -0.17263
N: 1.08854 -1.58717 0.72166
C: 1.49319 -0.63240 0.02831
N: 2.52384 0.21662 -0.21499
O: 0.00901 1.17441 0.73657
H: -2.33602 1.50189 -0.24769
H: -2.59164 -0.22434 -0.66218
H: -2.63570 0.31527 1.02969
H: -0.49937 -1.66616 -0.81892
H: 2.34062 1.20780 -0.14682
H: 3.40476 -0.09781 -0.58211

Output
- LUMO: 0.0287 Eh
- Relative energy (zero: lowest compared OMol25 entry of this formula, charge and spin): 65.9 kcal per mole
- E_tot: -9270.64493 eV
- HOMO level: -9.35 eV
- Orbital gap: 10.13 eV
- Largest force on an atom: 0.85 eV/A

Results of the Löwdin charge analysis, in e, for atoms 1 through 6: -0.01 -0.43 -0.15 0.21 -0.38 0.15